No. 1
The following is a quantum chemistry calculation of C15H33N3O4PSc as an isolated structure in a non-equilibrium geometry, from the Open Molecules 2025 dataset.

```
57
Properties=species:S:1:pos:R:3:forces:R:3
Sc -0.0638 -0.1911 0.0968 -1.1 -0.5 0.3
C 4.0062 -0.8603 -0.3114 -0.1 -0.2 0.1
C 2.9250 0.2077 -0.4638 0.2 -0.1 0.1
C 2.5661 0.4412 -1.9402 0.0 0.1 0.0
C 3.4128 1.4919 0.1802 0.0 0.0 0.2
O 1.7162 -0.2227 0.2275 1.3 0.3 -0.4
H 4.9918 -0.4144 -0.4440 0.0 0.0 -0.1
H 3.9196 -1.6564 -1.0528 0.0 0.0 0.1
H 3.9667 -1.2914 0.6900 0.0 0.0 0.0
H 2.2874 1.4803 -2.1236 0.0 0.0 0.0
H 1.7299 -0.1954 -2.2487 0.0 -0.1 0.0
H 3.4001 0.1921 -2.5974 0.0 0.1 0.0
H 4.3289 1.8217 -0.3115 0.0 0.0 0.0
H 3.6308 1.3275 1.2386 0.0 0.0 -0.1
H 2.6698 2.2820 0.0876 0.0 0.0 0.0
N -2.5405 -3.0178 1.8247 -0.3 0.2 -0.1
C -3.5592 -1.9322 1.5766 0.1 -0.2 0.1
P -2.6286 -0.4437 1.0657 0.3 0.1 0.0
O -1.3063 -0.5695 1.8487 0.0 0.3 -0.2
O -2.2850 -0.4134 -0.4065 -0.1 0.1 0.0
C -3.6555 0.9552 1.5552 -0.1 0.1 -0.1
N -3.2881 2.0971 0.7160 0.0 -0.1 0.1
H -2.9088 -3.7858 2.3839 -0.1 -0.1 0.0
H -1.7329 -2.5927 2.2944 0.1 0.1 0.1
H -2.1811 -3.3857 0.9444 0.0 0.0 -0.1
H -4.0704 -1.7371 2.5181 0.0 0.0 0.0
H -4.2792 -2.2548 0.8292 0.0 -0.1 0.0
H -3.4226 1.1676 2.5996 0.0 0.0 0.0
H -4.7113 0.6645 1.4987 0.0 0.0 0.0
H -3.6132 2.9633 1.1266 0.0 0.1 0.0
H -3.7081 2.0203 -0.2026 -0.1 0.0 0.0
H -1.4551 2.0253 0.1509 -0.1 0.0 0.1
C 0.2140 2.5964 2.3128 0.0 0.0 -0.1
C 0.1945 2.9297 0.8596 0.0 -0.2 0.0
C 0.7179 3.9490 0.1671 0.1 0.3 -0.2
C 0.4245 3.7554 -1.2429 0.2 0.2 0.1
C -0.2858 2.6272 -1.3840 0.0 -0.1 0.1
C -0.9049 1.9850 -2.5891 0.1 0.0 0.1
N -0.4396 2.0327 -0.0763 -0.3 0.1 0.0
H 0.7407 3.3699 2.8658 0.0 0.0 0.0
H 0.7335 1.6541 2.5022 0.0 -0.1 0.0
H -0.7928 2.5136 2.7286 0.0 0.0 0.0
H 1.2779 4.7746 0.5843 0.0 -0.1 0.0
H 0.7213 4.4170 -2.0450 0.0 0.0 0.1
H -1.6420 2.6404 -3.0526 0.0 0.0 0.0
H -1.4222 1.0577 -2.3350 0.0 0.0 0.0
H -0.1543 1.7595 -3.3476 0.0 0.0 0.0
C 1.3645 -3.1793 -1.7861 -0.1 0.0 -0.1
C 0.3712 -3.3560 -0.6957 0.0 0.0 -0.1
C 0.0871 -4.7326 -0.1932 0.0 0.0 0.0
O -0.2351 -2.3860 -0.2215 0.0 -0.3 0.0
H 1.7029 -4.1222 -2.2063 0.0 0.0 0.0
H 2.2168 -2.6515 -1.3519 0.1 0.0 0.0
H 0.9602 -2.5391 -2.5718 0.0 0.0 0.0
H 0.9457 -5.3895 -0.3153 0.0 0.0 0.0
H -0.7202 -5.1479 -0.8100 0.1 0.0 0.0
H -0.2176 -4.7317 0.8531 0.0 0.0 0.0
```
Forces are in eV/Å.

The value obtained for the LUMO energy is -5.82 eV. The HOMO-LUMO gap comes out at 7.859 eV. As for the total charge: +2. The calculation puts the max |F| at 0.0278 hartree/bohr.

---

No. 2
The following is a quantum chemistry calculation of a 2-piece molecular cluster, C4H11NO2 overall in a non-equilibrium geometry, from the Open Molecules 2025 dataset.

```
18
Properties=species:S:1:pos:R:3:forces:R:3
C 1.4397 1.4540 -0.2882 -0.1 0.1 -1.6
C 2.0006 2.7203 -0.9017 1.4 -0.2 0.2
O 1.1764 0.5094 -1.2808 -0.3 0.3 0.5
H 2.1559 0.8132 0.3178 0.3 0.3 0.3
H 0.5918 1.6246 0.3502 -0.6 -0.3 0.6
H 3.0975 2.7375 -0.9307 -0.2 0.0 0.4
H 0.4071 -0.0621 -1.0403 0.1 -0.4 0.1
H 1.6548 3.5665 -0.3106 0.0 0.0 0.0
H 1.7544 2.8179 -1.9496 -0.6 0.0 -0.1
C -2.0217 -0.1055 0.4034 -0.1 0.2 1.3
C -1.1426 -1.2875 0.7694 0.1 -0.3 -0.6
O -0.4718 -1.3262 1.7738 0.1 0.2 0.1
N -1.0661 -2.2496 -0.2038 -0.2 -0.1 -0.5
H -3.0722 -0.3666 0.2554 0.2 -0.1 -0.3
H -1.6402 0.4682 -0.4401 -0.1 0.0 -0.2
H -0.7016 -3.1682 0.0041 0.2 0.2 0.3
H -1.7687 -2.2587 -0.9272 -0.1 0.1 0.1
H -1.9829 0.5105 1.3026 -0.1 0.3 -0.2
```
Forces are in eV/Å.

As for the expectation value of S²: 0.75. The value obtained for the LUMO energy (spin up / spin down) is -3.47 / -9.97 eV. As for the spin multiplicity: 2. The HOMO-LUMO gap (spin up / spin down) comes out at 10.297 / 3.765 eV. As for the total charge: +1. The calculation puts the max |F| at 0.0317 hartree/bohr.

---

No. 3
The following is a quantum chemistry calculation of C6H12O as an isolated structure, from the Open Molecules 2025 dataset.

```
19
Properties=species:S:1:pos:R:3:forces:R:3
C -2.2269 0.6490 0.8602 -0.2 0.1 0.0
O -0.8970 -0.9747 1.0934 0.2 0.0 -0.1
C 0.3096 -1.0151 0.6230 0.0 -0.2 0.1
C 0.6039 -1.4641 -0.8226 -0.1 -0.1 -0.1
C 1.6751 -0.3783 -0.9874 0.1 0.0 -0.1
C 1.1072 0.4738 0.1595 0.1 0.3 0.0
C 0.1009 1.4661 -0.1405 0.1 0.0 -0.1
H -2.3567 0.3532 1.8934 0.0 0.1 -0.2
H -2.7164 -0.0073 0.1493 0.1 0.1 0.1
H -2.4771 1.7040 0.6966 0.1 -0.1 0.0
H 1.0569 -1.3947 1.3432 -0.1 0.1 -0.1
H 0.9035 -2.5083 -0.9654 -0.1 0.2 0.0
H -0.2814 -1.2632 -1.4362 0.1 0.0 0.1
H 1.7340 0.1204 -1.9611 0.0 -0.1 0.2
H 2.6719 -0.7514 -0.7297 -0.1 0.1 0.0
H 1.7964 0.7800 0.9478 -0.1 -0.1 -0.1
H 0.1916 2.4384 0.3474 0.0 -0.2 0.0
H -0.2048 1.5592 -1.1867 0.0 0.0 0.2
H -0.9146 1.0142 0.3908 -0.1 0.0 0.0
```
Forces are in eV/Å.

The value obtained for the LUMO energy (spin up / spin down) is -0.29 / -0.29 eV. The HOMO-LUMO gap (spin up / spin down) comes out at 8.440 / 8.440 eV. As for the total charge: 0. The calculation puts the max |F| at 0.0066 hartree/bohr.

---

No. 4
The following is a quantum chemistry calculation of C24H20BN4O4S4SbTc as an isolated structure in a non-equilibrium geometry, from the Open Molecules 2025 dataset.

```
59
Properties=species:S:1:pos:R:3:forces:R:3
Tc -0.1334 -0.4724 -1.5553 -1.4 -1.4 -2.8
O 3.8968 -0.1979 -0.7080 0.1 -0.1 0.0
C 2.7738 -0.0984 -1.1059 -0.2 0.0 -0.1
N 1.6467 -0.8338 -0.6864 0.4 0.2 0.5
C 1.7710 -1.8365 0.2850 -0.1 0.0 -0.1
O 2.7551 -2.1820 0.8718 0.1 0.0 -0.1
C 0.4353 -2.4812 0.5375 0.0 0.0 0.0
C 0.3025 -3.4757 1.4794 0.1 -0.1 0.0
C -0.9535 -4.0153 1.7069 -0.1 0.0 -0.1
C -2.0230 -3.5435 0.9634 0.0 -0.1 0.0
C -1.8105 -2.5565 0.0222 0.0 0.0 -0.1
N -0.5987 -2.0149 -0.1880 0.3 -0.3 0.3
C 2.3990 0.8471 -2.2138 -0.1 0.0 0.1
C 3.3395 1.6691 -2.7930 0.1 0.0 0.0
C 2.9487 2.5106 -3.8188 -0.1 0.0 -0.1
C 1.6246 2.4815 -4.2356 0.1 0.1 0.0
C 0.7361 1.6294 -3.6149 -0.2 -0.1 0.0
N 1.1121 0.8255 -2.6040 0.7 0.2 -0.1
H 1.1879 -3.8001 2.0096 0.0 0.0 0.0
H -1.0966 -4.7906 2.4483 0.0 0.0 0.0
H -3.0234 -3.9290 1.1046 0.0 0.0 0.0
H -2.6212 -2.1817 -0.5811 0.0 0.0 0.0
H 4.3534 1.6301 -2.4182 0.0 0.0 0.0
H 3.6602 3.1724 -4.2944 0.0 0.0 0.0
H 1.2681 3.1122 -5.0385 0.0 0.0 0.0
H -0.2956 1.5706 -3.9306 0.0 0.0 0.0
S -2.2398 -0.0477 -5.6957 -0.1 -0.2 0.4
Sb -3.3343 -1.0648 -4.0545 0.2 -0.1 -0.5
S 0.0327 -1.8982 -3.3578 0.1 1.7 1.6
S -2.1480 0.2030 -2.0571 1.1 0.0 0.8
S -1.5535 -3.0518 -3.4081 -0.6 -0.1 0.0
C -1.2597 3.2995 -0.2339 0.1 -0.2 0.1
C 0.1387 2.8599 0.0927 0.0 0.1 0.1
C 1.2785 3.5333 -0.2016 0.1 0.0 -0.2
C 2.3707 2.8894 0.4494 0.1 -0.1 -0.1
C 1.8931 1.8291 1.1516 0.0 0.0 0.0
C 2.6872 0.9109 2.0355 0.0 0.2 -0.1
N 0.4998 1.7729 0.9370 -0.2 -0.2 0.0
H -1.2739 4.3869 -0.2882 0.0 0.0 0.0
H -1.9755 2.9854 0.5189 0.0 0.0 0.0
H -1.6124 2.9240 -1.1944 0.0 -0.1 -0.1
H 1.3313 4.4225 -0.8135 0.0 0.0 0.1
H 3.4089 3.1885 0.4203 -0.1 0.0 0.0
H 3.0706 1.4696 2.8912 -0.1 0.0 0.0
H 3.5488 0.5212 1.4919 -0.1 0.0 0.1
H 2.1129 0.0774 2.4151 0.0 -0.1 0.0
O -1.7643 0.7653 1.2079 -0.2 0.0 0.0
B -0.4115 0.8287 1.5256 0.1 0.2 0.0
O -0.0768 -0.1291 2.4703 0.0 -0.1 0.1
C -1.2699 -0.7334 2.8161 0.0 0.1 0.0
C -1.5001 -1.6952 3.7699 0.0 0.0 0.1
C -2.8263 -2.0933 3.9396 0.0 0.0 0.0
C -3.8554 -1.5378 3.1853 0.0 0.0 0.0
C -3.6038 -0.5662 2.2164 -0.1 0.0 -0.1
C -2.2916 -0.1905 2.0554 0.1 0.1 0.0
H -0.6959 -2.1077 4.3667 0.0 0.1 0.0
H -3.0613 -2.8328 4.6950 0.0 0.0 0.0
H -4.8759 -1.8446 3.3741 0.0 0.0 0.0
H -4.3983 -0.1134 1.6365 0.0 0.0 0.0
```
Forces are in eV/Å.

The value obtained for the LUMO energy (spin up / spin down) is -5.91 / -5.93 eV. The HOMO-LUMO gap (spin up / spin down) comes out at 4.758 / 4.729 eV. As for the total charge: +1. The calculation puts the max |F| at 0.0668 hartree/bohr.

---

No. 5
The following is a quantum chemistry calculation of C13H18CeF5I2OP2S as an isolated structure in a non-equilibrium geometry, from the Open Molecules 2025 dataset.

```
43
Properties=species:S:1:pos:R:3:forces:R:3
I -5.9729 0.6875 -0.8260 0.0 0.2 0.5
I -4.6997 -0.0075 -3.0131 0.5 -0.1 -0.3
Ce -1.6534 0.5096 0.1752 0.5 0.5 1.3
P -0.6108 2.4382 -1.3505 0.8 1.6 -0.1
C 0.2083 2.4911 -2.9361 0.3 0.0 -0.7
C -2.2235 3.3272 -1.4878 -0.1 -0.1 -0.1
H -2.0633 4.3689 -1.8019 -0.1 -0.3 0.1
H 0.4884 4.5113 -0.5117 -0.2 -0.4 -0.1
H -2.7786 3.3578 -0.5385 0.3 0.1 0.1
H -0.0622 3.4911 0.8340 -0.2 0.0 -0.3
H -0.3828 1.9266 -3.6646 0.0 0.2 0.0
H -2.9128 2.8291 -2.1812 0.3 0.1 -0.2
C 0.3688 3.4682 -0.1743 0.2 0.3 0.1
H 0.3700 3.5172 -3.3001 -0.1 -0.3 0.2
H 1.3606 3.0326 -0.0023 -0.2 0.0 -0.4
H 1.1699 1.9699 -2.8686 -0.1 0.2 0.1
P -1.6210 -2.0880 0.8302 -0.1 -1.5 1.5
C -1.1683 -3.6114 0.0028 0.2 -0.5 -0.4
C -0.8971 -2.1371 2.5276 0.1 -0.1 0.3
H -3.8177 -1.2457 1.6669 0.3 -0.1 0.2
H -3.7305 -3.0105 1.7452 0.1 0.3 -0.2
H -4.0285 -2.1328 0.2113 0.2 -0.3 0.0
C -3.4450 -2.1364 1.1398 -0.2 0.1 -0.2
H -1.1406 -1.2444 3.1163 -0.2 -0.1 -0.2
H -1.2163 -3.0162 3.1121 -0.1 0.2 -0.4
H -1.4397 -4.5181 0.5675 0.1 0.4 -0.1
H -0.0868 -3.6035 -0.1797 -0.1 -0.1 0.2
H 0.1986 -2.1084 2.4966 -0.2 -0.2 -0.3
H -1.6370 -3.6412 -0.9875 -0.1 -0.1 0.2
C -0.4127 -0.8357 -1.8948 1.8 -1.3 -2.3
O 0.1985 -1.3449 -2.7168 -1.8 1.4 2.4
F 6.1882 -1.4038 0.4128 -1.7 0.6 0.4
C 4.9405 -0.9446 0.7064 1.3 -0.4 -0.2
C 4.1222 -0.4809 -0.3166 -0.1 0.3 -1.4
F 4.5483 -0.4862 -1.6239 -0.5 0.0 1.8
C 2.8533 0.0218 -0.0303 0.1 -0.2 0.9
F 2.1182 0.4926 -1.0781 0.1 -0.2 0.6
C 2.3394 0.0508 1.3011 1.4 -0.5 -1.4
S 0.7687 0.6684 1.7006 -1.8 0.2 -0.6
C 3.2086 -0.4346 2.3018 -0.5 0.1 0.4
F 2.7711 -0.4445 3.5817 0.4 0.0 -0.9
C 4.4868 -0.9194 2.0265 0.6 -0.3 0.6
F 5.2927 -1.3640 3.0278 -1.1 0.6 -1.2
```
Forces are in eV/Å.

As for the expectation value of S²: 0.75. The value obtained for the LUMO energy (spin up / spin down) is -7.57 / -7.51 eV. As for the spin multiplicity: 2. The HOMO-LUMO gap (spin up / spin down) comes out at 6.210 / 6.269 eV. As for the total charge: +2. The calculation puts the max |F| at 0.0646 hartree/bohr.

---

No. 6
The following is a quantum chemistry calculation of C9H18MnOP as an isolated structure in a non-equilibrium geometry, from the Open Molecules 2025 dataset.

```
30
Properties=species:S:1:pos:R:3:forces:R:3
C 0.0626 -1.2851 -3.0296 0.1 0.6 -0.5
C -0.9066 -0.3270 -3.5111 0.7 -0.6 0.4
C -0.6009 0.9936 -3.1203 -1.5 1.5 0.3
C 0.5144 1.1544 -2.2629 0.9 -0.5 -0.3
C 1.2869 -0.0686 -1.9897 -0.1 0.9 -0.9
Mn -0.4195 -0.4949 -1.3125 -2.1 -0.3 1.6
P 0.2170 -2.7178 -0.5033 -0.3 -0.9 0.8
H -0.0353 -2.3842 -3.2146 0.8 1.2 -0.1
H -1.8659 -0.4889 -4.0421 1.1 -0.4 0.0
H -1.3116 1.8446 -3.3771 1.1 -1.2 0.5
H 2.2388 -0.0583 -1.3457 -1.3 -0.4 -1.6
H 0.6468 2.1411 -1.8149 0.7 -0.3 -0.3
H 1.5532 -2.6645 0.0309 -0.6 -0.4 -0.3
H 0.2639 -3.9502 -1.2790 0.2 0.9 0.5
H -0.4457 -3.3005 0.6255 0.5 -0.2 -0.1
C -1.5342 2.0106 2.3159 0.0 0.3 0.1
C -0.4209 1.7347 1.2997 0.2 -0.6 -0.2
O -0.4101 0.3355 0.8778 0.2 0.0 1.6
C 0.0227 -0.4808 2.0648 0.0 0.9 -1.3
C 1.5331 -0.2766 2.2231 0.4 -0.2 0.0
H -2.3839 1.2994 2.2081 0.5 0.6 -0.1
H -1.8587 3.0515 2.1315 -0.2 -0.5 0.3
H -1.1451 1.9486 3.3577 -0.4 0.1 -0.7
H -0.5038 2.3379 0.3756 0.0 -0.4 0.5
H 0.5464 1.9417 1.8019 -0.6 0.2 -0.7
H -0.5665 -0.0910 2.9187 0.4 -0.7 -0.3
H -0.2260 -1.5275 1.8019 0.0 0.7 0.5
H 1.7922 0.8104 2.3346 -0.1 -1.2 -0.1
H 1.9107 -0.8072 3.1268 -0.2 0.3 -0.6
H 2.0458 -0.6808 1.3083 -0.4 0.4 0.9
```
Forces are in eV/Å.

As for the expectation value of S²: 6.12. The value obtained for the LUMO energy (spin up / spin down) is 0.55 / 0.41 eV. As for the spin multiplicity: 5. The HOMO-LUMO gap (spin up / spin down) comes out at 5.963 / 6.571 eV. As for the total charge: 0. The calculation puts the max |F| at 0.0525 hartree/bohr.

---

No. 7
The following is a quantum chemistry calculation of C26H30BBr4F4N4O2PdSe2 as an isolated structure, from the Open Molecules 2025 dataset.

```
74
Properties=species:S:1:pos:R:3:forces:R:3
Pd -0.2174 -0.8995 -0.5004 0.1 0.8 -0.4
Br 1.3049 5.7622 -2.2623 0.0 0.0 0.0
C 1.2418 3.8951 -2.1912 0.2 -0.1 -0.2
C 2.2097 3.1306 -2.9445 -0.2 0.2 0.1
Br 3.5354 4.0232 -3.9150 0.0 0.0 0.0
C 2.1589 1.7671 -2.9483 -0.1 -0.2 0.1
Br 3.3505 0.6938 -3.9278 0.0 0.0 0.1
C 1.1696 1.0737 -2.1800 0.0 0.2 0.1
O 1.0809 -0.1862 -2.1526 -0.1 -0.3 -0.2
C 0.2136 1.8489 -1.3895 0.1 0.1 -0.3
O -0.6618 1.2115 -0.7270 0.2 -0.2 0.3
C 0.2762 3.2698 -1.4480 -0.1 0.0 0.0
Br -1.0072 4.2353 -0.4655 0.1 -0.1 -0.1
F -1.4334 -1.0558 1.6554 -0.1 -0.2 -0.1
B -2.3264 -1.8772 0.8761 -0.1 -0.2 -0.1
F -2.6622 -1.0680 -0.2690 0.0 -0.2 0.2
F -3.4420 -2.2224 1.5950 0.1 0.1 -0.1
F -1.5874 -2.9721 0.4074 -0.1 0.1 0.1
C 7.3622 -3.0247 0.1562 0.0 0.0 0.1
C 5.9847 -3.0717 0.8124 0.1 0.1 0.0
C 5.3277 -1.7030 0.9829 0.0 -0.1 -0.1
C 4.9614 -0.9933 -0.3205 0.0 -0.1 -0.1
N 4.1831 -1.8254 -1.2551 0.2 0.3 -0.1
C 2.8933 -2.1700 -1.1214 0.0 0.0 0.2
Se 1.8697 -1.7501 0.3987 0.2 -0.2 0.3
N 2.5201 -2.8861 -2.1843 -0.2 0.0 -0.4
C 1.2022 -3.4875 -2.4287 0.2 -0.1 0.1
C 0.9501 -4.7445 -1.6091 0.1 0.0 0.1
C 1.9535 -5.8817 -1.8384 0.0 0.1 0.1
C 3.2399 -5.7688 -1.0157 0.0 0.0 0.0
C 3.5860 -2.9613 -3.0746 -0.2 -0.1 0.0
C 3.7057 -3.5683 -4.3216 0.0 0.0 0.0
C 4.9217 -3.4410 -4.9599 0.0 0.0 0.0
C 5.9866 -2.7334 -4.3764 0.0 0.0 0.0
C 5.8688 -2.1468 -3.1333 0.0 0.0 0.0
C 4.6432 -2.2839 -2.4881 0.1 0.0 0.3
H 7.8149 -4.0162 0.1267 0.0 0.0 0.0
H 8.0364 -2.3688 0.7127 0.0 0.0 0.0
H 7.3170 -2.6652 -0.8717 0.0 0.0 0.0
H 6.0803 -3.5179 1.8035 0.0 0.0 0.0
H 5.3209 -3.7329 0.2461 0.0 0.0 0.0
H 6.0055 -1.0351 1.5219 0.0 0.0 0.0
H 4.4337 -1.8016 1.5971 0.0 0.0 0.0
H 5.8574 -0.6977 -0.8607 0.0 0.0 0.0
H 4.3861 -0.0894 -0.1232 0.0 0.0 0.0
H 1.1611 -3.7031 -3.4941 0.0 0.0 0.0
H 0.4455 -2.7344 -2.2377 -0.1 0.1 0.0
H -0.0599 -5.0730 -1.8638 0.0 0.0 0.0
H 0.9279 -4.4822 -0.5476 0.0 0.0 0.0
H 2.1979 -5.9553 -2.9037 0.0 0.0 0.0
H 1.4625 -6.8199 -1.5752 0.0 0.0 0.0
H 3.8678 -4.9321 -1.3297 0.0 0.0 0.0
H 3.8427 -6.6726 -1.1118 0.0 0.0 0.0
H 3.0073 -5.6362 0.0441 0.0 0.0 0.0
H 2.8883 -4.1072 -4.7804 0.0 0.0 0.0
H 5.0581 -3.8925 -5.9336 0.0 0.0 0.0
H 6.9212 -2.6467 -4.9142 0.0 0.0 0.0
H 6.6909 -1.5961 -2.6989 0.0 0.0 0.0
C -2.2142 0.8337 4.4233 -0.1 -0.1 -0.1
N -3.4408 0.4485 3.7208 0.1 0.2 0.2
C -4.4306 -0.3250 4.2514 0.1 0.0 0.0
C -5.3576 -0.5115 3.2757 0.0 0.0 -0.2
N -4.9179 0.1550 2.1720 -0.3 0.2 -0.1
C -5.5919 0.1476 0.8694 0.1 0.0 0.1
C -3.7422 0.7616 2.4422 0.1 -0.4 -0.1
Se -2.6633 1.6721 1.2305 -0.2 0.2 0.2
H -2.4400 0.9351 5.4808 0.0 0.0 0.0
H -1.8589 1.7792 4.0296 0.0 0.0 0.0
H -1.4546 0.0706 4.2705 0.0 0.0 0.0
H -4.3979 -0.6913 5.2625 0.0 0.0 0.0
H -6.2708 -1.0803 3.2791 0.0 0.0 0.0
H -6.6536 -0.0047 1.0368 0.0 0.0 0.0
H -5.1844 -0.6543 0.2594 0.0 0.0 0.0
H -5.4262 1.0983 0.3757 0.0 0.0 0.0
```
Forces are in eV/Å.

As for the expectation value of S²: 6.04. The value obtained for the LUMO energy (spin up / spin down) is -1.85 / -4.89 eV. As for the spin multiplicity: 5. The HOMO-LUMO gap (spin up / spin down) comes out at 8.431 / 5.993 eV. As for the total charge: +1. The calculation puts the max |F| at 0.0169 hartree/bohr.